The following is a DFT calculation (ωB97M-V/def2-TZVPD) of a cluster of 3 separate species, C23H53BrN6O7P2 in total.

Geometry as XYZ:
```
92
C23H53BrN6O7P2 | the Open Molecules 2025 dataset | ωB97M-V/def2-TZVPD
C -4.21124 5.88181 -0.43676
C -3.19240 5.33568 -1.45185
C -3.85979 5.39285 -2.83172
C -2.82412 3.87799 -1.18101
C -2.07313 3.65867 0.13574
C -2.10756 2.17540 0.59839
C -3.34051 1.94411 1.47057
C -4.32752 0.90563 0.91415
C -5.44005 1.52010 0.10133
O -5.83191 2.64124 0.22732
O -5.97884 0.68533 -0.85720
O -2.08585 1.37710 -0.60550
C -0.78009 1.30881 -0.99143
O -0.43200 1.33624 -2.12505
O -0.01130 1.19662 0.10961
C -0.73640 1.78420 1.18843
Br -0.64882 0.51939 2.64761
H -5.22471 5.56230 -0.67386
H -3.95583 5.66678 0.59969
H -4.22003 6.97179 -0.52467
H -2.32481 5.99927 -1.41829
H -4.79338 4.83021 -2.75925
H -3.26639 4.86372 -3.57868
H -4.07937 6.41067 -3.14712
H -2.15389 3.56539 -1.98459
H -3.70785 3.24799 -1.28750
H -2.44125 4.30603 0.92754
H -1.02067 3.89358 -0.05807
H -3.89448 2.86568 1.63118
H -3.05380 1.59893 2.46091
H -3.83315 0.14477 0.31685
H -4.80755 0.41852 1.76645
H -6.77500 0.26275 -0.51696
H -0.12692 2.63793 1.46849
O 3.46291 1.71472 1.88491
P 4.34715 1.00307 0.93162
N 4.15335 -0.63652 1.26587
C 5.10883 -1.67366 0.94229
C 2.78261 -1.08451 1.05508
N 5.92401 1.51257 1.45171
C 6.63681 0.73760 2.45965
C 5.92722 2.92754 1.80711
N 4.71779 0.93134 -0.75555
C 6.09537 1.03195 -1.21508
C 3.84574 1.80141 -1.56728
H 5.12395 -1.92521 -0.12885
H 4.84175 -2.57705 1.49379
H 6.11560 -1.41663 1.24809
H 2.55771 -1.21457 -0.01464
H 2.08948 -0.35128 1.46263
H 2.59224 -2.03083 1.56100
H 6.00489 0.44931 3.30903
H 7.47222 1.32702 2.84124
H 7.08302 -0.15864 2.03501
H 5.51269 3.11295 2.80367
H 5.33901 3.50838 1.09432
H 6.95176 3.30616 1.77064
H 6.54610 2.01407 -1.04659
H 6.08901 0.83270 -2.29007
H 6.72430 0.27417 -0.75425
H 4.06845 2.86624 -1.42366
H 2.79868 1.63739 -1.30267
H 3.95429 1.56522 -2.62609
O 0.71853 -3.86666 0.81560
P -0.58992 -3.90735 0.10424
N -1.55217 -4.58690 1.34273
C -2.75932 -5.35351 1.13463
C -1.67783 -3.72115 2.50672
N -0.28237 -5.03741 -1.17125
C -0.40970 -6.46411 -0.90448
C 0.99005 -4.75074 -1.82978
N -1.96936 -3.17604 -0.73250
C -2.51902 -3.83519 -1.91229
C -1.86759 -1.73989 -1.01852
H -3.62415 -4.73304 0.85177
H -3.00896 -5.87175 2.06317
H -2.63093 -6.12511 0.38277
H -2.40211 -2.90821 2.33488
H -0.71865 -3.27285 2.76404
H -2.00096 -4.29969 3.37402
H 0.06154 -6.77086 0.03739
H 0.05585 -7.02374 -1.71718
H -1.45328 -6.77671 -0.89328
H 1.85107 -5.11686 -1.26046
H 1.12195 -3.67531 -1.96863
H 0.99506 -5.21073 -2.82048
H -1.85227 -3.82215 -2.77777
H -3.43645 -3.30011 -2.17280
H -2.79893 -4.86437 -1.70086
H -1.13568 -1.52176 -1.80637
H -1.57338 -1.18922 -0.12072
H -2.83731 -1.35096 -1.33227
```

Results
LUMO level, eV: 0.3
Structure (SMILES): CC(C)CC[C@@]1(CCC(=O)O)OC(=O)O[C@@H]1Br.CN(C)P(=O)(N(C)C)N(C)C.CN(C)P(=O)(N(C)C)N(C)C
HOMO-LUMO gap, eV: 8.642

Atom charges from the Mulliken analysis, given in e for atoms 1 to 4: number 1, C, carries -1.35; number 2, C, carries 0.46; number 3, C, carries -1.60; number 4, C, carries -0.54

The following is a DFT calculation (ωB97M-V/def2-TZVPD) of the ion C3H11N2 with charge +1.

Geometry as XYZ:
```
16
C3H11N2 | the Open Molecules 2025 dataset | ωB97M-V/def2-TZVPD
C -0.82528 1.18872 0.32583
N -1.19380 0.77332 -1.01268
C -0.18100 -0.00064 1.10109
N 0.30105 -1.05504 0.13099
C 1.64681 -0.73775 -0.49413
H -1.71988 1.45425 0.88211
H -0.17428 2.05287 0.32085
H -2.08847 0.30160 -1.08852
H -1.34412 1.54838 -1.65126
H -0.96998 -0.43436 1.70532
H 0.71908 0.21530 1.65911
H 0.46377 -1.90783 0.66721
H -0.42029 -1.30002 -0.54402
H 1.59468 -1.03463 -1.54103
H 2.38546 -1.37263 -0.03718
H 1.80626 0.30846 -0.42369
```

Results
Relative energy (zero: lowest compared OMol25 entry of this formula, charge and spin), kcal/mol: 18.1
LUMO level, eV: -3.3
Structure (SMILES): C[NH2+]CCN
HOMO-LUMO gap, eV: 10.897
Total charge: +1

Atom charges from the natural (NBO) analysis, given in e for atoms 1 to 4: number 1, C, carries -0.25; number 2, N, carries -0.88; number 3, C, carries -0.22; number 4, N, carries -0.50

The following is a DFT calculation (ωB97M-V/def2-TZVPD) of a cluster of 3 separate species, C8H14FO5S in total.

Geometry as XYZ:
```
29
C8H14FO5S | the Open Molecules 2025 dataset | ωB97M-V/def2-TZVPD
F -0.73456 -1.75244 -2.54364
C 0.15289 2.88725 -3.18677
C -0.15124 1.72666 -2.34758
C 0.97935 1.09251 -1.53107
O 0.99699 1.85158 -0.40630
C -0.30141 2.28500 -0.27930
O -0.76427 2.75534 0.75929
O -1.01870 2.22411 -1.42299
H -0.69144 3.39891 -3.76108
H 0.66912 2.72414 -4.06229
H 0.51705 3.76191 -2.58927
H -0.71065 0.87298 -3.07795
H 1.94173 0.96571 -2.17079
H 0.80010 0.02784 -1.15477
C 0.90369 -2.35711 1.43051
C 1.07830 -1.01076 2.19135
C -0.38793 -0.76427 2.82168
S -1.60015 -1.54654 1.81590
O -2.33900 -0.48964 1.26204
O -2.28612 -2.52597 2.66510
C -0.44152 -2.44123 0.79730
H 1.13984 -3.13643 2.21215
H 1.60100 -2.78893 0.63766
H 1.50874 -0.30833 1.44652
H 1.64017 -0.98230 3.04695
H -0.65042 0.20121 3.21151
H -0.31310 -1.41569 3.71143
H -0.56697 -2.01007 -0.13678
H -0.97149 -3.24544 0.66120
```

Results
Relative energy (zero: lowest compared OMol25 entry of this formula, charge and spin), kcal/mol: 25.4
LUMO level, eV: 3.1
HOMO-LUMO gap, eV: 7.538
Total charge: -1

Atom charges from the natural (NBO) analysis, given in e for atoms 1 to 4: number 1, F, carries -0.98; number 2, C, carries -0.64; number 3, C, carries 0.02; number 4, C, carries -0.11

The following is a DFT calculation (ωB97M-V/def2-TZVPD) of a structure of composition C33H26F5MoN5OSSi.

Geometry as XYZ:
```
73
C33H26F5MoN5OSSi | the Open Molecules 2025 dataset | ωB97M-V/def2-TZVPD
Mo 0.16865 1.47040 0.66504
C 4.41245 1.86580 2.09826
C 2.99172 1.47745 1.87030
N 2.31617 1.79212 0.82115
N 2.85485 2.67946 -0.10094
C 2.10179 3.77452 -0.38931
N 2.66472 4.73276 -1.10954
S 0.49173 3.91144 0.14549
C 2.15762 0.81049 2.88456
C 2.64556 0.19709 4.01732
C 1.75139 -0.31952 4.94908
C 0.39648 -0.18357 4.72255
C -0.03073 0.43506 3.55797
N 0.82408 0.91965 2.65287
H 4.53536 2.94446 1.97630
H 4.73780 1.61704 3.10276
H 5.07251 1.35634 1.39248
H 3.85664 2.68402 -0.23826
H 3.63399 4.72335 -1.38655
H 2.11190 5.53769 -1.36127
H 3.71105 0.11068 4.17406
H 2.11064 -0.81288 5.84176
H -0.33281 -0.55575 5.42760
H -1.08495 0.55787 3.34880
N 0.25832 1.22497 -1.40169
C 0.13071 1.14319 -2.54181
C -0.11292 0.93035 -3.92407
C 0.90717 1.15144 -4.85530
C 0.66042 0.89664 -6.18874
C -0.58909 0.42941 -6.58561
C -1.59767 0.21004 -5.65443
C -1.36719 0.45412 -4.31459
H 1.87366 1.51143 -4.52806
H 1.43737 1.06124 -6.92205
H -0.77725 0.23410 -7.63286
H -2.56405 -0.15379 -5.97463
H -2.13459 0.27889 -3.57231
F -5.80192 0.13553 0.46248
C -4.73677 0.93303 0.56193
C -3.40304 0.51758 0.06640
F -2.95708 0.74193 -1.19487
C -2.64104 -0.36826 0.98844
F -3.36933 -1.21870 1.77899
C -2.70163 1.11571 1.30160
O -1.59572 1.91959 1.16829
C -4.01715 1.54123 1.85493
F -4.30548 1.38511 3.15303
C -4.79884 2.34458 0.92652
F -4.48452 3.42712 0.24395
C -0.85125 -2.94269 -3.70368
C -2.06135 -2.71737 -3.06355
C -2.08642 -2.11475 -1.81254
C -0.89760 -1.73653 -1.18662
C 0.31592 -1.98132 -1.83864
C 0.34087 -2.57761 -3.09055
Si -0.89123 -1.00248 0.50484
C -0.25783 -2.16832 1.82484
C 1.12599 -2.37599 1.87363
C 1.69012 -3.26375 2.77854
C 0.87563 -3.95662 3.66399
C -0.49883 -3.77142 3.62489
C -1.06432 -2.89145 2.71066
H -0.83343 -3.41543 -4.67698
H -2.98943 -3.01712 -3.53276
H -3.04123 -1.95399 -1.32579
H 1.25483 -1.70871 -1.36511
H 1.28554 -2.76958 -3.58303
H 0.59303 -0.17538 0.58604
H 1.78606 -1.85041 1.18747
H 2.76113 -3.42409 2.78608
H 1.31073 -4.65315 4.36879
H -1.14016 -4.32439 4.29878
H -2.13774 -2.77994 2.69269
```

Results
Expectation value of S²: 2.01
Relative energy (zero: lowest compared OMol25 entry of this formula, charge and spin), kcal/mol: 26.1
LUMO level (alpha / beta), eV: -6.8 / -7.2
HOMO-LUMO gap (alpha / beta), eV: 7.118 / 6.551
Total charge: +2
2S+1: 3

Atom charges from the Mulliken analysis, given in e for atoms 1 to 4: number 1, Mo, carries -1.26; number 2, C, carries -1.80; number 3, C, carries 0.77; number 4, N, carries 0.41

The following is a DFT calculation (ωB97M-V/def2-TZVPD) of the ion C2H7N4 with charge +1.

Geometry as XYZ:
```
13
C2H7N4 | the Open Molecules 2025 dataset | ωB97M-V/def2-TZVPD
C 0.74439 -0.34113 -0.01828
C -0.06130 0.87937 0.10559
N 0.04533 -1.41626 -0.13922
N -1.41714 0.31182 -0.25011
N 2.04860 -0.27548 0.01852
N -1.31950 -1.02649 0.15980
H -0.04261 1.35089 1.01538
H 0.23418 1.56004 -0.64963
H -2.16476 0.80115 0.26297
H 2.36606 0.61553 0.12199
H 2.77019 -1.06544 -0.00327
H -2.10465 -1.61312 -0.24898
H -1.46405 -1.18414 1.16557
```

Results
Relative energy (zero: lowest compared OMol25 entry of this formula, charge and spin), kcal/mol: 73.0
LUMO level, eV: -3.5
Structure (SMILES): NC1=N[NH2+]NC1
HOMO-LUMO gap, eV: 11.123
Total charge: +1

Atom charges from the natural (NBO) analysis, given in e for atoms 1 to 4: number 1, C, carries 0.44; number 2, C, carries -0.31; number 3, N, carries -0.34; number 4, N, carries -0.41

The following is a DFT calculation (ωB97M-V/def2-TZVPD) of the molecule C4H6N2.

Geometry as XYZ:
```
12
C4H6N2 | the Open Molecules 2025 dataset | ωB97M-V/def2-TZVPD
N 0.46507 -1.54653 1.23899
C 0.15986 -0.52238 0.34729
C -1.01340 -0.55260 -0.53834
N -1.13613 0.47637 -1.28753
C -0.01524 1.33662 -0.95013
C 0.82270 0.60881 0.05367
H -0.35690 -2.03185 1.57195
H 0.99879 -1.20925 2.02782
H -1.70276 -1.39001 -0.60562
H -0.46331 2.19641 -0.45810
H 0.47446 1.68636 -1.86401
H 1.76686 0.94805 0.46402
```

Results
Relative energy (zero: lowest compared OMol25 entry of this formula, charge and spin), kcal/mol: 21.8
LUMO level, eV: 1.0
Structure (SMILES): NC1=CCN=C1
HOMO-LUMO gap, eV: 9.509

Atom charges from the natural (NBO) analysis, given in e for atoms 1 to 4: number 1, N, carries -0.80; number 2, C, carries 0.09; number 3, C, carries 0.03; number 4, N, carries -0.36